Record 1
C5H11NO2 in the gas phase in a non-equilibrium geometry. Source: OMol25; level of theory: ωB97M-V with the def2-TZVPD basis set.

Calculated values
* largest force on an atom: 0.0427 hartree/bohr
* total charge: 0
* orbital gap: 10.469 eV
* total energy: -402.3505 Eh
* SMILES: CCNC(=O)CCO
* spin multiplicity: 1
* LUMO level: 0.74 eV

Each line ends with the Mulliken charge.
CARTESIAN COORDINATES (ANGSTROEM)
H 3.46153 1.08812 0.33852  0.329
H -2.68127 -0.97288 1.01987  0.357
H -2.62673 -0.79191 -1.48613  0.257
H 0.62067 2.18083 0.77356  0.232
C 2.63606 1.79794 0.30697  -1.254
H -0.33097 -1.37433 -1.54089  0.299
C -0.47792 -0.22461 0.24228  0.529
N 0.78781 0.24266 0.01187  -0.227
C -0.82012 -1.45868 -0.57242  -0.555
H 2.92208 2.78831 0.61112  0.364
C 1.30121 1.33542 0.84547  -0.181
O -1.20991 0.29903 1.05332  -0.671
O -3.13365 -1.48662 0.33826  -0.552
C -2.31744 -1.60950 -0.84183  -0.427
H -2.61281 -2.57041 -1.21652  0.319
H 1.24050 0.99393 1.87516  0.293
H -0.43919 -2.34722 -0.05600  0.268
H 1.16417 0.20621 -0.92008  0.284
H 2.51596 1.90373 -0.78253  0.334

Record 2
C5H7P in the gas phase in a non-equilibrium geometry. Source: OMol25; level of theory: ωB97M-V with the def2-TZVPD basis set.

Calculated values
* largest force on an atom: 0.0850 hartree/bohr
* total charge: 0
* orbital gap (alpha / beta): 8.162 / 7.244 eV
* total energy: -535.8942 Eh
* spin multiplicity: 1
* LUMO level (alpha / beta): 0.41 / -0.79 eV

Each line ends with the Mulliken charge.
CARTESIAN COORDINATES (ANGSTROEM)
C 0.84505 0.61941 0.64461  -1.287
H 1.70736 -0.03883 0.56451  0.335
C -0.43468 -0.14652 0.25859  1.046
H -0.50361 -1.01289 0.94636  0.175
C -1.34682 -0.73541 -1.97470  -0.289
H -2.00682 1.09425 1.34507  0.400
P -2.87897 0.05011 -1.64315  0.011
H 0.78056 0.99374 1.66419  0.359
C -1.66098 0.58481 0.47276  -1.079
C -0.32216 -0.76347 -1.09487  -0.698
H 0.98380 1.45574 -0.03642  0.352
H -1.23015 -1.20476 -2.94531  0.341
H 0.60755 -1.25186 -1.34280  0.334

Record 3
A 3-piece molecular cluster, C26H45BrN3O5PS overall in a non-equilibrium geometry. Source: OMol25; level of theory: ωB97M-V with the def2-TZVPD basis set.

Calculated values
* largest force on an atom: 0.0709 hartree/bohr
* total charge: 0
* orbital gap: 6.995 eV
* total energy: -4871.5906 Eh
* SMILES: CC[C@@H](C)c1c(Br)c2c(c(CC(=O)O)c1[PH2]=S)C(=O)N(O)C2=O.CCN(CC)CC.CCN(CC)CC
* spin multiplicity: 1
* LUMO level: -1.17 eV

Each line ends with the Mulliken charge.
CARTESIAN COORDINATES (ANGSTROEM)
H -3.45884 -0.04458 3.22106  0.396
C -6.20475 3.65607 -1.57967  -0.856
H -7.69042 1.17806 -1.32841  0.229
H 7.21146 -6.18492 -2.47669  0.391
H -2.82237 2.92573 0.60824  0.008
C 8.32695 -3.82588 0.87248  -0.682
H -9.00025 2.31039 -2.71669  0.267
H -5.85825 1.27458 0.38727  0.044
H 6.62106 -5.61709 -0.03786  0.476
O 2.71643 -1.59208 -1.41394  -0.502
P 0.81679 2.09625 3.14167  0.174
O 1.11644 -1.91049 -3.55740  -0.438
H -1.70227 0.01432 2.78301  0.228
H -9.52505 4.38205 -0.50680  0.349
C -9.33287 3.34798 -0.80990  -0.700
H 1.43746 -2.83364 -3.51879  0.361
C -2.70854 0.41445 2.51862  -1.027
N 0.59813 -1.70914 -2.27555  0.026
H -6.10574 2.64189 -1.97102  0.168
C -7.93024 1.43247 -0.28676  -0.350
C -0.95228 1.69420 0.77720  0.293
C 1.58602 -1.21163 -1.31923  0.100
H -6.68246 4.27746 -2.33654  0.300
H 8.57156 -6.08314 -1.37750  0.274
C 6.85259 -4.86794 -0.80225  -0.742
H -10.19251 2.78155 -0.43617  0.415
S -0.19301 1.39039 4.66063  -0.398
C 2.56953 -0.13391 1.60086  -0.447
Br -2.89156 1.40113 -1.51370  -0.118
H -2.07110 4.96942 1.57939  0.327
H -6.26352 3.44073 0.55075  0.276
H -0.36392 4.25896 1.32907  0.286
C -9.34631 3.27344 -2.33917  -0.942
H 10.44420 -4.04502 1.22988  0.401
H 0.76833 3.52724 3.07325  0.119
H 6.66977 -1.27656 -2.54343  0.448
H 2.19322 1.80812 3.42455  0.137
C 6.40820 -2.15493 -1.94903  -1.189
O 4.09275 -1.98040 0.97471  -0.266
N -8.14495 2.86254 -0.11606  0.081
H -3.89850 2.21812 2.42946  0.234
C -0.41199 -0.67441 -2.48507  -0.340
C -1.39321 4.09873 1.75764  -1.532
C -2.80016 1.99248 2.57263  -0.536
H -8.86123 0.90921 -0.04514  0.423
H 10.07857 -3.58926 -0.43036  0.268
O 2.02243 -2.52084 1.74661  -0.544
H -7.23437 4.74035 -0.03465  0.333
C 7.78025 -5.49786 -1.84503  -1.092
H 5.50949 -1.91785 -1.37535  0.130
C 0.88956 -0.20793 -0.37592  0.788
H -2.52835 2.41918 3.56579  0.380
N 7.30059 -3.64399 -0.14877  0.315
H -6.77302 -0.22416 0.45205  0.455
H 8.23595 -4.75607 -2.50275  0.247
H 2.61771 0.07157 2.69734  0.357
H -8.74272 4.06242 -2.78683  0.231
H 4.31233 -2.90036 1.21620  0.283
C -6.84184 0.85446 0.60969  -1.141
H 9.80636 -5.24867 0.12891  0.227
H 7.98482 -4.57650 1.59226  0.363
H -2.98050 0.01569 1.49820  0.198
C 9.73758 -4.19779 0.40807  -1.008
H 8.39442 -2.89588 1.44725  0.386
H -5.19419 4.04982 -1.44048  0.369
C -0.32904 0.09786 -1.14103  -0.119
H 7.77749 -1.63315 -0.41312  0.452
C -6.96253 3.70191 -0.24996  -0.648
C -2.01641 2.70365 1.35757  0.784
H -1.23059 4.06556 2.87646  0.357
C -1.23546 1.04541 -0.51504  -0.288
O -1.06723 -0.48500 -3.45432  -0.445
H 3.43013 0.43345 1.14370  0.342
C 1.25692 0.33471 0.91066  0.579
C 7.56783 -2.51369 -1.02946  -0.469
H 5.88783 -4.66966 -1.27861  0.279
H -7.06650 1.02705 1.66473  0.320
H -10.36879 3.41702 -2.70227  0.389
H 8.46052 -2.68135 -1.64760  0.250
H 6.17449 -2.95849 -2.65034  0.286
C 0.31645 1.33213 1.48823  0.212
C 2.83520 -1.68592 1.46858  0.004